(1)
{
  "formula": "C9H24FO9S3Zn2",
  "method": "wB97M-V/def2-TZVPD",
  "e_homo_ev": -19.541,
  "lumo_energy_ev": -13.82,
  "total_charge": 3,
  "fmax_ev_per_a": 3.13,
  "homo_lumo_gap_ev": 5.7,
  "energy_ha": -5886.433600,
  "elements": ["Zn", "Zn", "S", "S", "S", "F", "O", "O", "O", "O", "O", "O", "O", "O", "O", "C", "C", "C", "C", "C", "C", "C", "C", "C", "H", "H", "H", "H", "H", "H", "H", "H", "H", "H", "H", "H", "H", "H", "H", "H", "H", "H", "H", "H", "H", "H", "H", "H"],
  "coordinates": [[-22.2738, -12.0599, 21.8922], [-23.8327, -11.7881, 18.3239], [-22.6191, -14.6230, 16.9026], [-22.3783, -8.8598, 17.4330], [-19.3437, -11.7950, 19.9689], [-22.8008, -11.8948, 20.0614], [-23.1735, -13.5773, 17.7968], [-22.6911, -10.2180, 17.9154], [-19.9274, -11.3185, 18.7598], [-21.4658, -8.1909, 18.4986], [-22.1210, -15.8483, 17.7786], [-20.2177, -12.1882, 21.1028], [-18.3864, -12.9762, 19.6610], [-23.4636, -8.0038, 17.1247], [-21.5895, -14.2451, 16.0098], [-18.8253, -13.9969, 18.6844], [-22.4578, -15.8941, 19.1970], [-21.3610, -6.7197, 18.5561], [-23.9416, -15.4031, 15.9644], [-18.7706, -15.3205, 19.4287], [-21.2851, -8.9298, 16.0246], [-22.3284, -17.3531, 19.5951], [-20.1168, -6.4689, 19.4159], [-18.1555, -10.6311, 20.6275], [-23.5205, -15.7705, 15.0353], [-17.4883, -11.1966, 21.2700], [-23.0970, -17.9716, 19.1373], [-23.3695, -15.3951, 19.5305], [-21.3572, -17.6748, 19.2180], [-21.6565, -15.3027, 19.6606], [-19.8223, -13.7354, 18.3361], [-24.5933, -14.5447, 15.7893], [-17.6871, -10.2460, 19.7215], [-19.6189, -5.5441, 19.1414], [-18.1168, -13.9722, 17.8614], [-20.2389, -6.5329, 20.4980], [-20.3501, -9.3874, 16.3383], [-22.2355, -6.2195, 18.9527], [-19.2163, -16.1501, 18.8839], [-19.2484, -15.1754, 20.4020], [-24.4144, -16.1047, 16.6440], [-21.2866, -7.9140, 15.6460], [-19.4462, -7.3131, 19.2288], [-21.7626, -9.6645, 15.3739], [-17.7612, -15.6208, 19.7088], [-21.0152, -6.3485, 17.5934], [-22.3157, -17.5037, 20.6725], [-18.6723, -9.7860, 21.0756]],
  "mulliken_charge": [1.0552, 0.7817, 0.9661, 0.9419, 1.3222, -0.1084, -0.2016, -0.1957, -0.5223, -0.1841, -0.2244, -0.4001, -0.3163, -0.5817, -0.5532, 0.1803, 0.1242, -0.1656, -0.9896, -1.1530, -0.9612, -1.2447, -1.1359, -1.1029, 0.3832, 0.4122, 0.3411, 0.3842, 0.2982, -0.0435, -0.0647, 0.3990, 0.3722, 0.3804, 0.2998, 0.3179, 0.3018, 0.3247, 0.3033, 0.2776, 0.3487, 0.4097, 0.2538, 0.4410, 0.4088, 0.3249, 0.3908, 0.4041]
}

---

(2)
{
  "formula": "C19H17N3O2S",
  "method": "wB97M-V/def2-TZVPD",
  "e_homo_ev": -8.575,
  "e_above_lowest_kj_mol": 78.2,
  "lumo_energy_ev": -0.09,
  "smiles": "Cc1c(Sc2ccccc2)n(C/C=C/c2cccnc2)c(=O)[nH]c1=O",
  "fmax_ev_per_a": 5.42,
  "homo_lumo_gap_ev": 8.5,
  "energy_ha": -1447.143936,
  "elements": ["S", "O", "O", "N", "N", "N", "C", "C", "C", "C", "C", "C", "C", "C", "C", "C", "C", "C", "C", "C", "C", "C", "C", "C", "C", "H", "H", "H", "H", "H", "H", "H", "H", "H", "H", "H", "H", "H", "H", "H", "H", "H"],
  "coordinates": [[0.4515, -1.6767, 1.7627], [-1.0033, -4.7392, -2.0736], [-4.1389, -2.1880, -0.5331], [-2.6089, -3.5128, -1.1388], [-2.0682, -1.8807, 0.5419], [-0.7792, 4.2060, -1.5193], [-0.7061, -2.3402, 0.5512], [0.0777, 3.6502, 1.1681], [-1.0734, 3.0302, -0.9309], [2.6754, -0.0629, 1.3962], [-0.6532, 2.7003, 0.4014], [-1.9109, 0.4974, 0.4963], [-0.0970, 5.0835, -0.7938], [3.5963, 0.7290, 0.6456], [-2.9624, -2.5087, -0.3198], [-2.4476, -0.6750, 1.2943], [1.5455, -0.6266, 0.8062], [0.3814, 4.8464, 0.4905], [1.1220, -3.8756, -0.4039], [-1.3078, -3.9151, -1.2045], [1.2990, -0.3383, -0.5661], [2.2033, 0.4483, -1.3305], [-0.2853, -3.3363, -0.3330], [3.3844, 0.9014, -0.7501], [-1.0358, 1.4785, 1.0406], [2.0024, 0.6271, -2.3928], [-2.0175, -0.6763, 2.2912], [4.5123, 1.0893, 1.1250], [0.1287, 6.0639, -1.2104], [1.1061, -4.9582, -0.1295], [0.4128, -0.7475, -1.0584], [0.4492, 3.4648, 2.1807], [0.9125, 5.6444, 0.9701], [2.8606, -0.2869, 2.4350], [-0.6829, 1.2844, 2.0415], [-3.2673, -3.8919, -1.7853], [-3.5159, -0.6372, 1.3814], [4.1563, 1.3978, -1.3643], [-1.7585, 2.4021, -1.4736], [-2.3005, 0.5418, -0.5105], [1.4739, -3.7956, -1.4513], [1.8693, -3.4172, 0.2539]],
  "mulliken_charge": [-0.2552, -0.6896, -0.7016, -0.0338, 0.0712, -0.6410, -0.1118, -0.5945, -0.3591, -0.6780, 0.8997, -0.1851, -0.2292, -0.5562, 0.4668, -1.5212, 0.7404, -0.3836, -1.5956, 0.4923, -0.2147, -0.6420, 1.1115, -0.4966, -0.1278, 0.3982, 0.4234, 0.4054, 0.3475, 0.3819, 0.2884, 0.3868, 0.3844, 0.3964, 0.2784, 0.2497, 0.5340, 0.3649, 0.3937, 0.3321, 0.2966, 0.3730]
}

---

(3)
{
  "formula": "C4H6N2",
  "method": "wB97M-V/def2-TZVPD",
  "e_homo_ev": -7.999,
  "e_above_lowest_kj_mol": 45.8,
  "lumo_energy_ev": 1.08,
  "smiles": "Nc1ccc[nH]1",
  "fmax_ev_per_a": 0.58,
  "homo_lumo_gap_ev": 9.1,
  "energy_ha": -265.518116,
  "elements": ["N", "N", "C", "C", "C", "C", "H", "H", "H", "H", "H", "H"],
  "coordinates": [[-1.3400, -0.7148, 1.3445], [0.1733, 0.8802, 0.6187], [0.9072, 1.2607, -0.4589], [0.9743, 0.1808, -1.3075], [-0.2914, -0.3858, 0.4622], [0.2348, -0.8895, -0.7189], [1.2674, 2.2737, -0.5112], [-2.2046, -0.6408, 0.8136], [1.4774, 0.1692, -2.2632], [-1.2616, -1.6406, 1.7296], [0.1043, -1.8737, -1.1639], [-0.0404, 1.3906, 1.4594]],
  "mulliken_charge": [-0.5714, -0.0132, -0.4935, -0.3887, 0.1600, -0.5690, 0.3862, 0.2444, 0.3912, 0.2562, 0.3758, 0.2220]
}

---

(4)
{
  "formula": "C57H42BrGeN5OTi",
  "method": "wB97M-V/def2-TZVPD",
  "e_homo_ev": [-2.556, -2.592],
  "lumo_energy_ev": [1.97, 1.97],
  "total_charge": -1,
  "fmax_ev_per_a": 2.21,
  "spin_multiplicity": 2,
  "homo_lumo_gap_ev": [4.5, 4.6],
  "energy_ha": -8046.812699,
  "elements": ["Br", "Ge", "Ti", "O", "N", "N", "N", "N", "N", "C", "C", "C", "C", "C", "C", "C", "C", "C", "C", "C", "C", "C", "C", "C", "C", "C", "C", "C", "C", "C", "C", "C", "C", "C", "C", "C", "C", "C", "C", "C", "C", "C", "C", "C", "C", "C", "C", "C", "C", "C", "C", "C", "C", "C", "C", "C", "C", "C", "C", "C", "C", "C", "C", "C", "C", "C", "H", "H", "H", "H", "H", "H", "H", "H", "H", "H", "H", "H", "H", "H", "H", "H", "H", "H", "H", "H", "H", "H", "H", "H", "H", "H", "H", "H", "H", "H", "H", "H", "H", "H", "H", "H", "H", "H", "H", "H", "H", "H"],
  "coordinates": [[0.8082, 3.9055, 7.1839], [0.5792, -1.9925, -1.2006], [-0.4830, 1.6433, 0.1585], [-0.3657, 3.0426, 1.3632], [-1.6279, 2.8013, -1.0534], [2.0322, 1.2629, 1.7618], [-1.5290, -0.0447, -0.5168], [3.7694, 2.0616, 2.8970], [-1.3466, 0.6548, 2.0203], [-0.0919, 2.4315, 4.9194], [1.2715, 3.6851, -3.1724], [-0.7080, -3.4564, -5.5493], [-0.3554, -3.3658, 1.2540], [2.6757, 2.3286, 2.1317], [-3.5999, -1.4108, -0.0351], [-3.0996, -0.6040, -2.2851], [0.9648, -2.5725, -4.0519], [-2.9669, -1.1280, 2.7495], [-0.9692, 3.4084, -2.1029], [-3.9271, -1.3713, -1.4005], [-5.7038, 3.6399, -0.3956], [2.7514, 0.1948, 2.3235], [-1.2489, -3.0388, -3.2337], [4.7346, -0.1380, 3.7257], [0.4193, 3.6360, 5.3387], [3.4187, -2.0151, 2.9194], [0.6374, 4.6685, 4.4285], [0.9789, 2.2626, -1.1872], [0.5885, -3.0126, -5.3237], [3.2630, -1.1635, -2.0029], [-0.6704, -5.7491, 1.4637], [4.5027, -1.5003, 3.6501], [2.5360, -2.0848, -1.2400], [0.0302, -4.7931, -0.6375], [4.6310, -3.1217, -0.5784], [-0.0881, -0.3690, -0.3025], [-0.9984, 0.9428, 3.1925], [-2.4862, -0.6484, 0.4274], [-3.6933, 3.9374, -1.7244], [-3.9675, -1.9953, 2.3209], [-0.1383, 3.2298, 2.6390], [2.5409, -1.1814, 2.2512], [-0.3050, -5.9063, 0.1294], [0.0462, -2.5661, -2.9941], [-3.6701, 2.5194, 0.2330], [5.3410, -2.1926, -1.3327], [3.1785, 2.5909, -2.2104], [-1.6512, 4.2399, -2.9909], [0.0225, -3.5054, -0.0840], [-1.9604, 0.0004, -1.9263], [-5.0485, 4.2023, -1.4711], [0.4488, 3.1269, -2.1786], [-5.0036, 2.7873, 0.4592], [3.8401, 0.6860, 3.0518], [-1.6238, -3.4748, -4.4990], [-4.3019, -2.1234, 0.9822], [2.6254, 3.4343, -3.1813], [0.3571, 4.4610, 3.0959], [-2.9839, 4.5078, -2.8363], [4.6545, -1.2169, -2.0530], [-2.2530, -0.4298, 1.7650], [-0.3791, 2.2141, 3.5765], [-2.9836, 3.0838, -0.8498], [2.3585, 2.0067, -1.2593], [3.2399, -3.0695, -0.5420], [-0.7022, -4.4754, 2.0239], [-0.0253, -0.7154, 0.7261], [-1.3085, 0.5236, -2.5945], [6.4264, -2.2344, -1.3672], [-1.1113, 4.6764, -3.8200], [5.1711, -2.1815, 4.1634], [-5.5782, 4.8651, -2.1524], [5.5677, 0.2631, 4.2951], [2.8041, 1.3269, -0.5560], [-1.9787, -3.0635, -2.4276], [1.7154, -1.5856, 1.6824], [-0.9400, -6.6140, 2.0603], [-3.5132, 5.1463, -3.5375], [-1.0091, -4.3394, 3.0561], [2.4134, 3.3395, 1.8444], [-0.2851, -6.8975, -0.3162], [5.2024, -0.4921, -2.6483], [1.3130, -3.0080, -6.1328], [0.2962, -4.9253, -1.6853], [-3.3713, -0.5280, -3.3312], [-1.2239, 0.2521, 3.9951], [1.0195, 5.6240, 4.7663], [0.8527, 4.3277, -3.9405], [2.7393, -0.3953, -2.5634], [-5.1243, -2.7697, 0.6833], [3.2712, -3.0890, 2.8674], [4.3870, 2.7420, 3.2899], [1.9857, -2.2413, -3.8871], [-6.7502, 3.8611, -0.2135], [2.6902, -3.8077, 0.0425], [-5.5042, 2.3248, 1.3024], [-4.5232, -2.5605, 3.0622], [0.5164, 5.2460, 2.3623], [-2.7809, -0.9714, 3.8066], [3.2545, 3.8864, -3.9401], [-1.0039, -3.7955, -6.5377], [-0.4183, -2.3815, 1.7117], [4.2451, 2.3816, -2.2127], [5.1628, -3.8834, -0.0139], [-4.8228, -1.8735, -1.7547], [-3.1496, 1.8625, 0.9107], [-0.2869, 1.6421, 5.6386], [-2.6399, -3.8184, -4.6687]],
  "mulliken_charge": [-0.2358, 2.3538, -1.3445, 0.1769, 1.7222, 0.9173, 1.9491, 0.0104, 1.7699, -0.7729, -0.7880, -0.6409, 0.5918, -1.2045, 1.1008, -1.2206, -0.6624, -0.8892, 0.5652, -1.7575, -0.5504, -0.1392, -0.1924, -1.3256, -0.2710, -0.7564, -0.3921, 1.5172, -0.6455, -0.4056, -0.6137, -0.5519, 0.1829, -0.2859, -0.7004, 0.0752, -0.5754, 0.4624, 0.9147, -0.9515, -0.9125, 0.4475, -0.7513, -0.1160, -0.4741, -0.6960, -0.9289, -0.9732, -0.0295, -0.2047, -0.9748, 0.1182, -1.5621, 0.3443, -0.7799, -1.2401, -1.0949, -0.4550, -1.2649, -1.0813, 0.0385, 0.7744, 0.2237, -0.4315, -0.0915, -1.3672, -1.0721, 0.3809, 0.3648, 0.4070, 0.3854, 0.3718, 0.4291, 0.5542, 0.4971, 0.0310, 0.3681, 0.3630, 0.4406, 0.6529, 0.4060, 0.4012, 0.4040, 0.4379, 0.4547, 0.1501, 0.4431, 0.3144, 0.8525, 0.4167, 0.4905, 0.2054, 0.2664, 0.3796, 0.3067, 0.4489, 0.3559, 0.5380, 0.3076, 0.3889, 0.3538, 0.2055, 0.4030, 0.3981, 0.3336, 1.2695, 0.5195, 0.4212]
}

---

For each record above, in turn, the calculated molar mass values are 522.26; 351.43; 82.11; 1013.38 g mol⁻¹.